## A
Entry from OMol25: a cluster of 2 separate species, CH3PSi in total (ωB97M-V with the def2-TZVPD basis set).

Results
HOMO (eV): -8.7
Orbital gap (Eh): 0.2924
Lowest unoccupied orbital energy (eV): -0.79

Structure (ORCA input):
```
! RIJCOSX wB97M-V def2-TZVPD def2/J DEFGRID3
* xyz 0 1
C 0.911 -0.263 -0.834
Si -0.358 0.051 0.500
P -0.274 -1.497 -1.144
H 1.914 -0.178 -0.983
H -0.674 -0.339 1.815
H -1.518 2.226 0.646
*
```

***

## B
Entry from OMol25: an isolated molecule of CH3PSi (ωB97M-V with the def2-TZVPD basis set).

Results
HOMO (eV): -8.2
Orbital gap (Eh): 0.3022
Structure (SMILES): C1=P[SiH2]1
Lowest unoccupied orbital energy (eV): 0.02

Structure (ORCA input):
```
! RIJCOSX wB97M-V def2-TZVPD def2/J DEFGRID3
* xyz 0 1
C 0.581 -0.911 -0.048
Si -0.646 0.541 -0.028
P 1.794 0.263 -0.024
H 0.632 -1.946 0.013
H -1.477 0.980 -1.311
H -0.884 1.073 1.398
*
```

***

Most stable: B. Least stable: A.

***

## A
Entry from OMol25: an isolated molecule of C6H9NS (ωB97M-V with the def2-TZVPD basis set).

Results
HOMO (eV): -9.4
Orbital gap (Eh): 0.3721
Structure (SMILES): C[C@@H](S)C1(C#N)CC1
Lowest unoccupied orbital energy (eV): 0.75

Structure (ORCA input):
```
! RIJCOSX wB97M-V def2-TZVPD def2/J DEFGRID3
* xyz 0 1
C -0.122 1.616 -0.448
C -1.179 0.442 1.548
C -1.873 -0.094 0.382
C -0.412 0.370 0.193
C 0.982 -0.939 -1.393
C 0.818 -0.590 -0.005
N 0.017 2.606 -0.980
S 2.338 -0.004 0.754
H -1.175 1.463 1.803
H -1.012 -0.342 2.272
H -1.797 -1.130 0.497
H -2.840 0.215 0.033
H 1.180 -0.022 -1.930
H -0.072 -1.301 -1.739
H 1.632 -1.785 -1.479
H 0.668 -1.555 0.620
H 2.846 1.052 -0.130
*
```

***

## B
Entry from OMol25: an isolated molecule of C6H9NS (ωB97M-V with the def2-TZVPD basis set).

Results
HOMO (eV): -8.5
Orbital gap (Eh): 0.3125
Structure (SMILES): C=CN1C[C@@H](C)C1=S
Lowest unoccupied orbital energy (eV): 0.05

Structure (ORCA input):
```
! RIJCOSX wB97M-V def2-TZVPD def2/J DEFGRID3
* xyz 0 1
C 0.267 -2.276 -0.493
C 1.023 -1.035 -0.246
C 0.617 -0.088 0.799
C -0.984 1.800 -0.001
C -1.127 2.400 1.269
C 0.282 -0.036 -1.234
H -0.093 -2.225 -1.684
H -0.671 -2.325 0.116
H 0.778 -3.409 -0.168
H 2.047 -0.911 -0.494
H -0.013 -0.695 1.526
H 1.580 0.473 1.275
H -1.183 2.259 -1.072
H -1.666 3.480 1.279
H -0.600 1.966 2.072
N -0.183 0.658 -0.060
S -0.073 -0.037 -2.883
*
```

***

## C
Entry from OMol25: an isolated molecule of C6H9NS (ωB97M-V with the def2-TZVPD basis set).

Results
HOMO (eV): -8.4
Orbital gap (Eh): 0.3098
Structure (SMILES): C[C@@H]1[C@H]2CC(=S)CN12
Lowest unoccupied orbital energy (eV): 0.06

Structure (ORCA input):
```
! RIJCOSX wB97M-V def2-TZVPD def2/J DEFGRID3
* xyz 0 1
C -1.026 0.559 -2.207
C -0.143 0.302 -0.919
C -0.504 -0.826 -0.069
C 0.585 -1.261 0.816
C 1.152 -0.165 1.514
C 0.139 0.953 1.484
H -0.695 -0.152 -3.094
H -1.987 0.177 -2.152
H -1.013 1.486 -2.535
H 0.869 0.531 -0.930
H -1.339 -1.623 -0.280
H 1.333 -1.596 0.118
H 0.463 -1.958 1.669
H -0.180 1.061 2.462
H 0.745 1.846 1.282
N -0.770 0.684 0.379
S 2.373 -0.017 2.461
*
```

***

Most stable: A. Least stable: B.

***

## A
Entry from OMol25: a structure of composition C2ClNa6O10 (ωB97M-V with the def2-TZVPD basis set).

Results
HOMO (eV): -6.3
Orbital gap (Eh): 0.0607
Lowest unoccupied orbital energy (eV): -4.66

Structure (ORCA input):
```
! RIJCOSX wB97M-V def2-TZVPD def2/J DEFGRID3
* xyz 1 1
Na -1.933 -0.026 -3.448
Na 1.449 -0.499 2.443
Na -3.095 2.793 1.102
Na 3.417 -2.286 -4.434
Na -4.185 -2.208 1.792
Na -2.409 -6.052 -3.077
Cl 2.805 2.867 -2.327
O 3.414 4.002 -1.857
O 3.084 2.625 -3.863
O 3.455 1.743 -1.702
O 1.411 2.483 -1.969
C -1.045 1.182 4.900
O -0.502 2.071 4.147
O -1.004 1.465 6.005
O -1.642 0.276 4.403
C -0.801 -2.683 -0.542
O -1.349 -3.644 -0.024
O -1.013 -1.537 -0.032
O -0.058 -2.573 -1.517
*
```

***

## B
Entry from OMol25: a structure of composition C2ClNa6O10 (ωB97M-V with the def2-TZVPD basis set).

Results
HOMO (eV): -8.3
Orbital gap (Eh): 0.1163
Lowest unoccupied orbital energy (eV): -5.18

Structure (ORCA input):
```
! RIJCOSX wB97M-V def2-TZVPD def2/J DEFGRID3
* xyz 1 1
Na -13.660 19.167 -0.678
Na -11.879 23.607 -0.419
Na -9.513 21.887 -1.673
Na -15.623 21.628 -3.005
Na -12.184 17.570 -2.669
Na -12.650 22.199 -4.694
Cl -8.732 25.192 -2.686
O -9.874 25.715 -1.908
O -9.139 23.846 -3.152
O -8.708 26.067 -3.794
O -7.555 25.158 -1.929
C -16.294 18.671 -1.641
O -15.443 19.487 -2.164
O -16.133 18.558 -0.362
O -17.242 18.098 -2.221
C -12.046 21.164 -2.257
O -11.522 20.061 -2.089
O -11.449 22.113 -2.820
O -13.226 21.231 -1.849
*
```

***

Most stable: B. Least stable: A.

***

## A
Entry from OMol25: a cluster of 2 separate species, C2H4FP in total (ωB97M-V with the def2-TZVPD basis set).

Results
HOMO (alpha / beta) (eV): -9.4 / -9.1
Orbital gap (alpha / beta) (Eh): 0.3432 / 0.3067
Lowest unoccupied orbital energy (alpha / beta) (eV): -0.08 / -0.75

Structure (ORCA input):
```
! RIJCOSX wB97M-V def2-TZVPD def2/J DEFGRID3
* xyz 0 1
C 0.678 1.058 1.119
C -0.840 -0.328 -1.004
F -0.346 1.796 1.326
P 1.987 0.567 1.913
H -0.824 -1.341 -0.753
H -0.686 0.012 -1.981
H -1.512 0.171 -0.420
H 1.762 0.946 3.322
*
```

***

## B
Entry from OMol25: an isolated molecule of C2H4FP (ωB97M-V with the def2-TZVPD basis set).

Results
HOMO (eV): -8.5
Orbital gap (Eh): 0.3317
Structure (SMILES): F[C@@H]1CP1
Lowest unoccupied orbital energy (eV): 0.51

Structure (ORCA input):
```
! RIJCOSX wB97M-V def2-TZVPD def2/J DEFGRID3
* xyz 0 1
C 0.004 0.196 0.478
C 0.126 -1.052 -0.352
F -1.061 -1.568 -0.768
P 0.534 1.050 -1.138
H -0.855 0.320 1.053
H 0.736 0.260 1.215
H 0.957 -1.805 -0.568
H -0.656 0.972 -1.759
*
```

***

Most stable: B. Least stable: A.

***

## A
Entry from OMol25: an isolated molecule of C9H16N2O4 (ωB97M-V with the def2-TZVPD basis set).

Results
HOMO (eV): -9.6
Orbital gap (Eh): 0.3693
Structure (SMILES): C[C@@H](O)[C@H](NC(=O)[C@@H]1CCCN1)C(=O)O
Lowest unoccupied orbital energy (eV): 0.47

Structure (ORCA input):
```
! RIJCOSX wB97M-V def2-TZVPD def2/J DEFGRID3
* xyz 0 1
C 1.560 0.146 0.611
C 0.706 1.397 0.151
C 3.011 0.388 0.276
C 3.281 -0.590 -0.920
C 1.879 -0.876 -1.418
C -1.386 0.116 -0.496
C -2.584 0.505 -1.232
C -1.753 -0.837 0.724
C -2.220 -0.074 2.011
H 1.508 -1.883 0.354
H 1.320 0.047 1.670
H 3.681 0.271 1.216
H 3.143 1.383 -0.128
H 4.020 -0.194 -1.585
H 3.746 -1.482 -0.424
H 1.461 0.016 -2.034
H 1.830 -1.924 -2.010
H -0.649 2.269 -0.549
H -0.835 -0.519 -1.198
H -0.845 -1.479 0.885
H -3.433 -1.420 -0.265
H -2.649 -0.753 2.750
H -3.123 0.582 1.749
H -1.420 0.424 2.594
H -2.933 1.886 0.116
N 1.153 -0.998 -0.174
N -0.578 1.326 -0.228
O 1.114 2.547 0.126
O -2.944 -0.077 -2.206
O -2.731 -1.743 0.361
O -3.331 1.546 -0.727
*
```

***

## B
Entry from OMol25: an isolated molecule of C9H16N2O4 (ωB97M-V with the def2-TZVPD basis set).

Results
HOMO (eV): -9.1
Orbital gap (Eh): 0.3524
Structure (SMILES): C[C@@H](O)[C@H](NC(=O)[C@@H]1CCCN1)C(=O)O
Lowest unoccupied orbital energy (eV): 0.48

Structure (ORCA input):
```
! RIJCOSX wB97M-V def2-TZVPD def2/J DEFGRID3
* xyz 0 1
C -1.536 -1.122 0.083
C -0.194 -0.448 0.349
C -2.297 -0.454 -1.115
C -3.618 0.023 -0.517
C -3.278 0.162 0.983
C 2.096 -0.217 -0.628
C 2.795 -1.395 0.015
C 2.564 1.092 0.072
C 1.717 2.295 -0.327
H -1.908 -0.948 2.056
H -1.281 -2.221 -0.140
H -2.406 -1.193 -1.907
H -1.702 0.411 -1.441
H -3.996 0.881 -0.947
H -4.395 -0.741 -0.609
H -4.161 0.211 1.611
H -2.732 1.198 1.172
H 0.342 -1.008 -1.507
H 2.455 -0.121 -1.667
H 3.561 1.249 -0.269
H 1.698 0.750 1.717
H 0.710 2.105 0.036
H 1.714 2.437 -1.442
H 2.123 3.244 0.110
H 4.438 -2.101 0.437
N -2.452 -1.020 1.213
N 0.658 -0.426 -0.709
O 0.081 0.038 1.433
O 2.218 -2.322 0.553
O 2.647 0.953 1.476
O 4.139 -1.313 -0.090
*
```

***

Most stable: B. Least stable: A.

***

## A
Entry from OMol25: the ion C4H13N3 with charge +3 (ωB97M-V with the def2-TZVPD basis set).

Results
HOMO (alpha / beta) (eV): -24.5 / -24.5
Orbital gap (alpha / beta) (Eh): 0.4038 / 0.2438
Expectation value of S²: 0.78
Lowest unoccupied orbital energy (alpha / beta) (eV): -13.51 / -17.85

Structure (ORCA input):
```
! RIJCOSX wB97M-V def2-TZVPD def2/J DEFGRID3
* xyz 3 2
C 0.689 2.184 -0.174
C 0.716 0.668 -0.511
C -0.664 0.045 -0.366
N -1.175 -3.243 1.090
C -1.130 -1.932 1.125
N -0.576 -1.349 -0.003
N 1.675 2.984 -0.991
H 0.933 2.320 0.883
H -0.281 2.727 -0.212
H 1.272 0.342 -1.408
H 1.331 0.253 0.286
H -1.258 0.595 0.381
H -1.214 0.177 -1.322
H -1.572 -3.621 1.965
H -0.848 -3.848 0.329
H -1.355 -1.374 2.031
H -0.031 -1.916 -0.676
H 2.652 2.673 -0.938
H 1.827 3.963 -0.682
H 1.379 3.109 -1.969
*
```

***

## B
Entry from OMol25: a cluster of 2 separate species, C4H13N3 in total (ωB97M-V with the def2-TZVPD basis set).

Results
HOMO (alpha / beta) (eV): -24.3 / -23.4
Orbital gap (alpha / beta) (Eh): 0.3631 / 0.2290
Expectation value of S²: 0.91
Lowest unoccupied orbital energy (alpha / beta) (eV): -14.42 / -17.14

Structure (ORCA input):
```
! RIJCOSX wB97M-V def2-TZVPD def2/J DEFGRID3
* xyz 3 2
C -0.270 -0.815 -1.328
C -0.835 -0.703 0.163
C 0.202 0.304 0.495
C 1.525 -0.097 0.358
N 2.378 0.742 1.337
N -0.268 1.390 1.266
N -2.324 -0.871 -2.004
H 0.028 -1.748 -1.904
H -0.372 0.174 -1.849
H -1.881 -0.379 0.441
H -0.652 -1.863 0.443
H 1.753 -0.654 -0.522
H 3.038 1.426 0.909
H 3.072 0.017 1.734
H 1.719 1.335 1.837
H -1.095 1.141 1.888
H -0.368 2.359 0.912
H -1.946 -1.861 -2.059
H -2.592 -0.058 -1.363
H -2.935 -0.854 -2.785
*
```

***

Most stable: A. Least stable: B.